one:
This record from OMol25 describes a 5-piece molecular cluster, H10O5 overall. The level of theory is wB97M-V/def2-TZVPD.

Atoms and positions in Å:
O (-20.01, -8.36, 21.95)
H (-20.37, -8.71, 22.76)
H (-20.24, -9.01, 21.28)
O (-18.59, -8.49, 26.85)
H (-18.08, -7.69, 26.96)
H (-17.93, -9.19, 26.80)
O (-22.86, -8.52, 25.29)
H (-22.01, -8.78, 24.94)
H (-23.41, -8.41, 24.52)
O (-18.45, -11.98, 24.42)
H (-17.72, -12.59, 24.39)
H (-18.20, -11.27, 23.82)
O (-20.35, -8.97, 24.68)
H (-19.90, -8.43, 25.32)
H (-20.15, -9.87, 24.94)

Calculated values
2S+1: 1
structure (SMILES): O.O.O.O.O

=====

two:
This record from OMol25 describes a 5-piece molecular cluster, H10O5 overall. The level of theory is wB97M-V/def2-TZVPD.

Atoms and positions in Å:
O (49.39, 31.26, 29.73)
H (48.88, 31.98, 30.08)
H (49.56, 30.64, 30.47)
O (48.86, 27.51, 27.40)
H (49.77, 27.46, 27.13)
H (48.74, 28.43, 27.40)
O (45.76, 29.60, 29.22)
H (46.56, 29.76, 28.62)
H (45.44, 28.92, 28.58)
O (48.04, 29.95, 28.05)
H (48.26, 30.68, 27.40)
H (48.52, 30.52, 28.82)
O (49.44, 30.82, 25.52)
H (48.84, 30.21, 25.01)
H (50.30, 30.42, 25.83)

Calculated values
2S+1: 1
structure (SMILES): O.O.O.O.O

=====

Question: which arrangement is favored energetically? Ranking from most to least stable: one, two.

=====

one:
This record from OMol25 describes a 5-piece molecular cluster, H10O5 overall. The level of theory is wB97M-V/def2-TZVPD.

Atoms and positions in Å:
O (18.22, -14.59, -7.26)
H (18.88, -14.28, -7.88)
H (17.52, -14.14, -7.71)
O (22.65, -11.64, -4.31)
H (22.35, -12.14, -3.56)
H (22.48, -12.20, -5.08)
O (20.03, -13.04, -8.90)
H (20.74, -12.98, -8.26)
H (19.65, -12.18, -8.92)
O (21.87, -13.67, -6.48)
H (22.54, -14.31, -6.32)
H (21.08, -13.99, -5.95)
O (19.74, -13.89, -4.76)
H (19.50, -13.00, -4.98)
H (20.21, -13.71, -3.95)

Calculated values
2S+1: 1
structure (SMILES): O.O.O.O.O

=====

two:
This record from OMol25 describes a 5-piece molecular cluster, H10O5 overall. The level of theory is wB97M-V/def2-TZVPD.

Atoms and positions in Å:
O (1.15, -2.21, 0.60)
H (0.31, -2.68, 0.63)
H (1.80, -2.82, 0.96)
O (-0.23, 0.34, -0.40)
H (0.23, -0.25, 0.21)
H (-1.04, -0.12, -0.62)
O (3.42, -0.39, 0.07)
H (3.41, -0.06, -0.83)
H (2.67, -1.00, 0.12)
O (-3.18, -0.41, 0.43)
H (-3.22, 0.55, 0.42)
H (-3.34, -0.65, 1.35)
O (-0.36, 3.33, -0.77)
H (-0.88, 3.93, -1.30)
H (-0.75, 2.45, -0.87)

Calculated values
2S+1: 1
structure (SMILES): O.O.O.O.O

=====

Question: which arrangement is favored energetically? Ranking from most to least stable: one, two.

=====

one:
This record from OMol25 describes a 2-piece molecular cluster, C9H13NO2 overall. The level of theory is wB97M-V/def2-TZVPD.

Atoms and positions in Å:
C (-2.77, -0.09, -2.46)
C (-2.21, 0.40, -1.13)
C (-1.03, 1.09, -1.03)
C (-0.51, 1.43, 0.25)
C (-1.20, 1.05, 1.39)
O (-0.74, 1.45, 2.62)
C (-2.51, 0.50, 1.25)
C (-3.00, 0.26, 0.00)
H (-2.21, 0.35, -3.28)
H (-3.74, 0.42, -2.55)
H (-2.85, -1.17, -2.49)
H (-0.42, 1.31, -1.91)
H (0.44, 1.96, 0.20)
H (-1.13, 0.81, 3.26)
H (-3.01, 0.32, 2.20)
H (-4.01, -0.15, -0.08)
C (3.41, -0.13, 1.07)
C (3.41, -1.03, -0.16)
N (3.61, -2.40, 0.01)
O (3.23, -0.62, -1.28)
H (3.85, -0.63, 1.93)
H (2.36, 0.01, 1.35)
H (4.04, 0.71, 0.84)
H (3.50, -2.91, -0.85)
H (3.52, -2.92, 0.87)

Calculated values
2S+1: 1
structure (SMILES): Cc1ccc(O)cc1.CC(N)=O

=====

two:
This record from OMol25 describes a 2-piece molecular cluster, C9H13NO2 overall. The level of theory is wB97M-V/def2-TZVPD.

Atoms and positions in Å:
C (0.72, 3.65, -1.39)
C (0.29, 2.22, -1.48)
C (0.00, 1.69, -2.73)
C (-0.17, 0.33, -2.92)
C (-0.16, -0.51, -1.81)
O (-0.15, -1.87, -2.04)
C (-0.01, 0.04, -0.55)
C (0.15, 1.41, -0.35)
H (0.19, 4.25, -0.65)
H (0.74, 4.23, -2.31)
H (1.75, 3.76, -1.07)
H (-0.07, 2.36, -3.58)
H (-0.28, -0.09, -3.91)
H (-0.53, -2.33, -1.27)
H (-0.17, -0.59, 0.32)
H (0.17, 1.89, 0.61)
C (0.83, -2.18, 2.88)
C (-0.63, -1.83, 2.95)
N (-1.48, -2.73, 2.33)
O (-1.05, -0.82, 3.48)
H (1.16, -2.55, 3.85)
H (1.41, -1.29, 2.68)
H (1.01, -2.87, 2.04)
H (-2.45, -2.47, 2.48)
H (-1.27, -3.71, 2.43)

Calculated values
2S+1: 1
structure (SMILES): Cc1ccc(O)cc1.CC(N)=O

=====

three:
This record from OMol25 describes a 2-piece molecular cluster, C9H13NO2 overall. The level of theory is wB97M-V/def2-TZVPD.

Atoms and positions in Å:
C (3.38, -1.44, -0.36)
C (2.08, -0.65, -0.25)
C (2.11, 0.72, -0.22)
C (0.95, 1.43, -0.16)
C (-0.25, 0.76, -0.09)
C (-0.27, -0.60, -0.10)
C (-1.61, -1.35, -0.05)
C (-1.49, -2.54, -1.06)
O (-1.56, -2.20, -2.26)
O (-1.28, -3.68, -0.61)
C (0.89, -1.34, -0.17)
H (3.22, -2.20, -1.14)
H (4.13, -0.75, -0.76)
H (3.68, -1.88, 0.59)
H (3.07, 1.22, -0.27)
H (0.95, 2.52, -0.14)
H (-1.20, 1.30, -0.05)
H (-2.37, -0.65, -0.43)
H (-1.82, -1.69, 0.97)
H (0.88, -2.43, -0.16)
N (-2.70, 3.09, 1.34)
H (-3.07, 2.19, 1.66)
H (-1.75, 3.21, 1.70)
H (-2.68, 3.11, 0.32)
H (-3.30, 3.85, 1.69)

Calculated values
2S+1: 1

=====

Question: which arrangement is favored energetically? Ranking from most to least stable: two, one, three.